{"formula": "C11H27NPS", "method": "ωB97M-V/def2-TZVPD", "elements": ["C", "C", "C", "C", "C", "P", "S", "N", "C", "C", "C", "C", "C", "C", "H", "H", "H", "H", "H", "H", "H", "H", "H", "H", "H", "H", "H", "H", "H", "H", "H", "H", "H", "H", "H", "H", "H", "H", "H", "H", "H"], "coordinates": [[3.8806, 1.2474, -0.6488], [3.1679, 0.0133, -1.1912], [1.6552, 0.0199, -0.9616], [1.2523, 0.1579, 0.5154], [1.9150, -0.8963, 1.4099], [-0.5642, 0.1043, 0.6598], [-0.8540, 1.0545, 2.4629], [-1.3777, 0.9484, -0.5005], [-1.1881, 2.4117, -0.6993], [-2.1433, 3.2649, 0.1373], [-1.1567, -1.6304, 0.6125], [-1.5244, -2.1345, 2.0128], [-2.2974, -1.8577, -0.3963], [-1.8165, -2.0333, -1.8348], [4.9608, 1.1325, -0.7231], [3.6524, 1.4391, 0.4014], [3.6051, 2.1388, -1.2151], [3.6058, -0.8972, -0.7780], [3.3270, -0.0408, -2.2694], [1.2112, 0.8314, -1.5428], [1.2379, -0.9155, -1.3541], [1.5285, 1.1493, 0.8888], [2.9724, -0.6607, 1.5185], [1.4850, -0.9250, 2.4118], [1.8436, -1.8912, 0.9696], [-2.1926, 0.9171, 2.4406], [-1.4078, 0.4340, -1.3737], [-1.3717, 2.5853, -1.7573], [-0.1471, 2.6868, -0.5152], [-2.9797, 2.6668, 0.4964], [-1.6514, 3.7167, 0.9956], [-2.5621, 4.0657, -0.4699], [-0.2819, -2.1900, 0.2659], [-1.7168, -3.2049, 1.9511], [-0.7343, -1.9738, 2.7440], [-2.4312, -1.6528, 2.3808], [-2.8115, -2.7661, -0.0799], [-3.0353, -1.0567, -0.3241], [-1.3642, -3.0150, -1.9772], [-2.6387, -1.9411, -2.5424], [-1.0523, -1.3027, -2.1202]], "atomic_forces_ev_per_a": [[-0.01, 0.01, -0.03], [0.02, 0.06, -0.03], [-0.05, -0.08, 0.02], [-0.05, -0.04, 0.00], [-0.03, 0.03, 0.05], [0.08, 0.03, -0.08], [-0.10, 0.00, 0.05], [0.35, -0.03, 0.04], [-0.05, -0.04, 0.02], [-0.05, 0.02, -0.03], [-0.03, -0.04, -0.04], [0.02, 0.00, -0.01], [0.00, 0.03, 0.02], [0.02, 0.02, -0.01], [0.00, 0.01, -0.04], [0.03, -0.04, 0.02], [-0.03, 0.01, 0.02], [-0.02, 0.02, 0.06], [0.04, -0.06, 0.00], [-0.02, 0.06, 0.00], [0.01, 0.01, -0.02], [-0.01, 0.05, -0.08], [0.00, -0.02, 0.00], [0.01, 0.00, 0.01], [-0.02, -0.02, 0.01], [0.04, 0.00, 0.01], [-0.24, 0.06, 0.06], [0.02, -0.03, -0.01], [0.00, 0.04, 0.01], [-0.02, -0.03, -0.04], [0.01, -0.04, 0.03], [0.05, 0.05, 0.02], [0.04, 0.00, 0.01], [0.00, 0.00, 0.01], [0.01, 0.00, -0.01], [-0.01, 0.00, -0.01], [-0.02, -0.01, -0.03], [0.02, 0.00, 0.02], [0.02, 0.00, 0.02], [-0.01, -0.03, 0.00], [-0.02, -0.02, -0.03]], "e_above_lowest_kj_mol": 0.0, "homo_lumo_gap_ev": 11.47, "total_charge": 1, "e_homo_ev": -13.83, "lumo_ev": -2.36}

{"formula": "C2H4O2", "method": "ωB97M-V/def2-TZVPD", "elements": ["C", "C", "O", "O", "H", "H", "H", "H"], "coordinates": [[-3.4361, -0.6793, -0.2012], [0.1258, -0.1024, -0.2886], [0.1463, 1.3027, -0.1680], [-4.2401, 0.0161, 0.2016], [0.3116, 1.5982, -1.1073], [0.9084, -0.4991, -1.0420], [-0.9477, -0.2998, -0.4517], [0.4814, -0.4601, 0.7692]], "atomic_forces_ev_per_a": [[-1.20, 0.95, 0.56], [1.11, -0.79, 1.91], [1.06, 1.28, -2.33], [1.10, -0.95, -0.55], [-0.37, 0.11, 1.73], [-1.62, 0.45, 0.95], [0.83, -1.18, -0.28], [-0.90, 0.13, -1.99]], "e_above_lowest_kj_mol": 174.5, "homo_lumo_gap_ev": 11.26, "e_homo_ev": -10.29, "lumo_ev": 0.96}